(1)
C35H43DyN7O3 | ωB97M-V/def2-TZVPD

Computed properties:
LUMO level (alpha / beta): 0.0783 / 0.0783 Eh
HOMO-LUMO gap (alpha / beta): 4.38 / 4.39 eV
Multiplicity: 6
HOMO (alpha / beta): -0.0828 / -0.0829 Eh
Net charge: -1
Energy relative to the best compared isomer or geometry (same formula, charge and spin): 0.00 kcal per mole

Each line ends with the Löwdin spin population.
CARTESIAN COORDINATES (ANGSTROEM)
Dy 0.146 -0.805 0.720  5.0702
C -2.606 -2.899 -0.738  -0.0003
C -2.988 -2.895 0.747  -0.0001
C -3.361 -1.536 1.275  -0.0005
C -4.696 -1.200 1.469  -0.0003
C -5.025 0.014 2.051  0.0003
C -3.995 0.845 2.461  0.0000
C -2.693 0.448 2.216  -0.0002
N -2.373 -0.689 1.597  -0.0097
N -1.172 -2.648 -0.987  -0.0059
C -0.450 -3.914 -0.937  -0.0004
C 1.051 -3.805 -0.999  -0.0005
C 1.786 -4.686 -1.778  -0.0002
C 3.166 -4.728 -1.649  0.0003
C 3.743 -3.941 -0.662  -0.0002
C 2.939 -3.072 0.050  -0.0002
N 1.628 -2.933 -0.162  -0.0093
C -0.988 -2.038 -2.308  -0.0007
C -1.716 -0.722 -2.390  -0.0003
C -2.289 -0.290 -3.575  0.0000
C -3.034 0.877 -3.583  0.0002
C -3.182 1.560 -2.382  -0.0001
C -2.553 1.066 -1.256  -0.0001
N -1.820 -0.045 -1.242  -0.0059
H -3.182 -2.129 -1.246  0.0000
H -2.891 -3.865 -1.180  -0.0001
H -2.141 -3.237 1.345  0.0000
H -3.831 -3.570 0.897  0.0000
H -5.472 -1.896 1.176  0.0000
H -6.059 0.293 2.206  0.0000
H -4.194 1.789 2.948  0.0000
H -1.858 1.058 2.540  0.0001
H -0.797 -4.586 -1.739  -0.0001
H -0.678 -4.384 0.024  0.0000
H 1.282 -5.349 -2.470  0.0000
H 3.766 -5.391 -2.256  0.0000
H 4.802 -3.995 -0.455  0.0000
H 3.349 -2.475 0.856  0.0000
H -1.352 -2.705 -3.106  0.0000
H 0.085 -1.890 -2.468  -0.0001
H -2.151 -0.866 -4.483  0.0000
H -3.505 1.229 -4.491  0.0000
H -3.772 2.465 -2.329  0.0000
H -2.647 1.578 -0.307  0.0000
N 2.806 -0.102 0.303  -0.0063
C 3.423 0.018 1.642  0.0002
C 2.697 -0.767 2.754  0.0002
O 3.394 -1.323 3.617  0.0010
N 1.372 -0.678 2.688  -0.0056
C 0.646 -1.352 3.758  0.0002
C -0.471 -2.245 3.201  -0.0012
O -1.420 -2.559 3.918  0.0004
O -0.315 -2.613 1.977  -0.0090
H 3.420 -0.622 -0.310  0.0001
H 2.716 0.832 -0.094  0.0001
H 3.388 1.065 1.954  0.0000
H 4.468 -0.298 1.647  -0.0001
H 0.210 -0.629 4.454  -0.0001
H 1.324 -1.990 4.335  0.0003
C -1.353 3.747 1.252  0.0000
C 0.024 3.804 1.915  0.0000
C 0.122 2.853 3.110  0.0002
C 1.146 3.546 0.914  -0.0004
C 2.230 4.390 1.011  -0.0001
C 3.308 4.343 0.128  -0.0006
C 3.181 3.499 -0.961  -0.0001
C 2.121 2.618 -1.135  -0.0008
C 2.098 1.968 -2.526  -0.0001
C 1.102 0.838 -2.748  0.0008
C 1.813 3.052 -3.579  0.0000
C 1.122 2.434 -0.068  -0.0005
N 0.333 1.389 0.034  -0.0152
H -2.154 3.943 1.975  0.0000
H -1.469 2.757 0.816  0.0000
H -1.418 4.486 0.448  0.0000
H 0.163 4.826 2.289  0.0000
H 0.109 1.825 2.761  0.0003
H -0.694 3.013 3.825  0.0000
H 1.067 3.008 3.635  0.0000
H 2.233 5.136 1.804  0.0000
H 4.173 4.983 0.253  0.0000
H 3.948 3.531 -1.735  0.0000
H 3.107 1.576 -2.726  0.0000
H 0.091 1.229 -2.663  0.0000
H 1.227 0.053 -2.006  0.0003
H 1.234 0.412 -3.753  0.0001
H 0.853 3.527 -3.365  0.0000
H 1.774 2.618 -4.585  0.0000
H 2.583 3.824 -3.571  0.0000

=====

(2)
C3H6Br2S | ωB97M-V/def2-TZVPD

Computed properties:
LUMO level (alpha / beta): -0.0052 / -0.0097 Eh
HOMO-LUMO gap (alpha / beta): 8.55 / 7.38 eV
HOMO (alpha / beta): -0.3193 / -0.2809 Eh
Net charge: 0
Energy relative to the best compared isomer or geometry (same formula, charge and spin): 75.80 kcal per mole

Each line ends with the natural charge from an NBO analysis.
CARTESIAN COORDINATES (ANGSTROEM)
C 0.572 0.422 -1.305  -0.7381
C 0.292 -0.322 2.024  -0.4068
C -0.274 -0.587 -0.706  -0.2501
S -2.046 -0.313 -0.872  0.0318
Br 0.534 1.584 2.350  0.0131
Br 0.286 -2.312 -0.819  0.1339
H 1.566 0.000 -1.391  0.2371
H 0.170 0.926 -2.223  0.2270
H 0.791 1.225 -0.580  0.2450
H 0.981 -0.990 2.543  0.1851
H -0.733 -0.660 2.014  0.1831
H -2.138 1.027 -1.034  0.1390

=====

(3)
C2HBr2Cl3 | ωB97M-V/def2-TZVPD

Computed properties:
LUMO level: 0.0123 Eh
HOMO-LUMO gap: 9.86 eV
HOMO: -0.3499 Eh
Net charge: 0
Energy relative to the best compared isomer or geometry (same formula, charge and spin): 11.67 kcal per mole

Each line ends with the natural charge from an NBO analysis.
CARTESIAN COORDINATES (ANGSTROEM)
C 0.417 0.028 -0.581  -0.2782
C 1.430 -0.262 0.239  -0.1704
Cl 1.849 -1.874 0.637  0.0818
Cl -2.837 0.721 1.082  -0.2738
Cl 2.379 0.969 0.965  0.0818
Br -0.040 1.777 -1.059  0.1616
Br -0.633 -1.320 -1.370  0.1334
H -2.565 -0.039 0.088  0.2639

=====

(4)
C45H53F5O6S | ωB97M-V/def2-TZVPD

Computed properties:
LUMO level: 0.0206 Eh
HOMO-LUMO gap: 9.62 eV
HOMO: -0.3329 Eh
Net charge: 0

Each line ends with the Mulliken charge.
CARTESIAN COORDINATES (ANGSTROEM)
C 1.206 0.463 4.837  -1.3084
C 2.024 1.230 3.775  -0.5908
C 1.834 0.717 2.337  -0.9283
C 0.451 0.987 1.730  -0.4597
C 0.110 2.495 1.668  -0.6825
C -0.690 2.866 0.383  -0.8029
C -2.024 3.588 0.684  -1.1639
C -2.909 2.815 1.676  0.6847
C -4.364 3.325 1.645  -1.7478
C -5.170 2.913 2.871  1.4235
C -6.678 3.229 2.906  -1.2248
C -7.487 2.544 1.796  -0.9355
C -7.335 0.999 1.754  0.6155
C -8.612 0.349 1.261  0.1674
O -8.625 -0.388 0.350  -0.4836
O -9.778 0.623 1.918  -0.4818
C -4.596 3.857 3.977  -0.9612
O -5.003 3.274 5.246  -0.4035
S -4.727 1.693 5.017  1.0714
O -3.391 1.418 5.341  -0.5528
O -5.763 0.914 5.551  -0.5960
O -4.905 1.603 3.398  -0.3315
H 1.886 0.044 5.582  0.3067
H 0.526 1.109 5.401  0.2989
H 0.631 -0.381 4.440  0.3377
H 1.872 2.314 3.810  0.4632
H 3.080 1.064 4.019  0.5962
H 2.036 -0.365 2.338  0.5339
H 2.582 1.166 1.665  0.3928
H -0.339 0.469 2.292  0.1774
H 0.439 0.543 0.727  0.3077
H -0.390 2.807 2.589  0.2707
H 1.067 3.033 1.631  0.5930
H -0.857 1.976 -0.255  0.2378
H -0.039 3.521 -0.209  0.4543
H -2.549 3.767 -0.264  0.3248
H -1.748 4.577 1.080  0.2693
H -2.456 2.896 2.668  0.3197
H -2.861 1.760 1.404  -0.0447
H -4.780 2.950 0.701  0.5302
H -4.337 4.419 1.567  0.3178
H -7.082 2.938 3.880  0.5214
H -6.797 4.312 2.796  0.3408
H -8.545 2.746 2.015  0.6327
H -7.322 2.988 0.809  0.3069
H -6.587 0.742 1.004  -0.4034
H -7.130 0.589 2.747  0.3210
H -10.248 -0.223 1.976  0.3611
H -5.021 4.850 3.833  0.5374
H -3.508 3.934 4.052  0.4127
F 4.125 -0.380 5.853  -0.2638
C 4.817 -1.333 5.197  0.3185
C 4.656 -1.445 3.833  0.2194
C 5.361 -2.417 3.143  -0.3166
C 6.214 -3.274 3.828  -0.6590
C 6.362 -3.151 5.204  -0.4041
C 5.663 -2.171 5.897  -0.4985
H 3.982 -0.775 3.317  0.0674
H 5.241 -2.504 2.074  0.3021
H 6.761 -4.037 3.289  0.3874
H 7.023 -3.820 5.741  0.3629
H 5.770 -2.054 6.968  0.4293
F -2.125 0.416 -0.166  0.3410
C -3.086 -0.441 -0.577  0.2257
C -2.731 -1.724 -0.939  -0.8419
C -3.719 -2.605 -1.355  -0.4723
C -5.043 -2.189 -1.412  -0.7004
C -5.382 -0.893 -1.049  -0.5462
C -4.398 -0.012 -0.623  -0.0677
H -1.692 -2.027 -0.894  0.4851
H -3.456 -3.617 -1.635  0.3890
H -5.812 -2.877 -1.740  0.4030
H -6.415 -0.569 -1.096  0.4361
H -4.642 1.000 -0.327  0.4039
F 4.027 -3.233 0.663  -0.2322
C 3.684 -2.973 -0.617  0.3517
C 3.696 -3.996 -1.543  -0.6171
C 3.335 -3.720 -2.855  -0.3012
C 2.977 -2.429 -3.221  -0.6572
C 2.975 -1.412 -2.276  -0.4237
C 3.326 -1.685 -0.962  -0.4304
H 3.985 -4.994 -1.238  0.4248
H 3.332 -4.513 -3.592  0.3761
H 2.699 -2.216 -4.244  0.5473
H 2.700 -0.405 -2.563  0.4318
H 3.322 -0.908 -0.207  0.5133
F 1.055 2.082 -3.048  -0.1958
C 1.450 1.909 -4.323  0.2561
C 0.809 0.969 -5.109  -0.2719
C 1.215 0.794 -6.424  -0.4041
C 2.260 1.551 -6.935  -0.5917
C 2.897 2.488 -6.132  -0.3641
C 2.487 2.673 -4.819  -0.4911
H 0.001 0.381 -4.691  0.4934
H 0.715 0.066 -7.050  0.3876
H 2.578 1.410 -7.960  0.3824
H 3.714 3.075 -6.529  0.3811
H 2.967 3.405 -4.182  0.4140
F 3.761 -3.008 -6.185  -0.3025
C 5.016 -3.483 -6.305  0.2965
C 6.062 -2.593 -6.441  -0.3935
C 7.354 -3.083 -6.559  -0.3876
C 7.582 -4.453 -6.550  -0.4673
C 6.517 -5.334 -6.417  -0.4194
C 5.224 -4.848 -6.288  -0.3056
H 5.862 -1.529 -6.453  0.4549
H 8.184 -2.396 -6.659  0.3517
H 8.591 -4.833 -6.646  0.3720
H 6.694 -6.402 -6.413  0.3576
H 4.382 -5.519 -6.175  0.4385